# 1
{
  "formula": "C4H6N2",
  "method": "the ωB97M-V functional and the def2-TZVPD basis",
  "smiles": "Cn1ccnc1",
  "largest_force_ev_per_a": 0.67,
  "relative_energy_kcal_mol": 26.5,
  "species": ["C", "N", "C", "C", "N", "C", "H", "H", "H", "H", "H", "H"],
  "coordinates": [[-1.57164, -0.33311, -0.15963], [-0.30390, 0.14605, 0.44835], [0.66673, -0.78378, 0.14308], [1.79294, -0.12443, -0.18670], [1.62026, 1.23058, 0.03468], [0.37269, 1.37010, 0.38843], [-1.35978, -0.99409, -1.02006], [-2.11501, -0.93881, 0.56696], [-2.16971, 0.48864, -0.53865], [0.38845, -1.82345, 0.17197], [2.68585, -0.56096, -0.60279], [-0.00687, 2.32326, 0.75436]],
  "forces_ev_per_angstrom": [[-0.35, 0.24, 0.17], [0.26, -0.26, -0.44], [0.36, -0.21, -0.05], [0.31, -0.23, 0.21], [-0.26, -0.08, 0.07], [-0.13, -0.09, -0.23], [0.02, 0.52, 0.37], [-0.17, 0.28, 0.01], [-0.13, 0.11, 0.29], [0.23, -0.08, -0.29], [0.22, 0.22, 0.26], [-0.36, -0.42, -0.38]]
}

# 2
{
  "formula": "C4H6N2",
  "method": "the ωB97M-V functional and the def2-TZVPD basis",
  "spin_multiplicity": 3,
  "largest_force_ev_per_a": 3.97,
  "relative_energy_kcal_mol": 82.1,
  "species": ["C", "C", "C", "C", "N", "N", "H", "H", "H", "H", "H", "H"],
  "coordinates": [[-0.42429, 1.61248, 0.45793], [-1.16463, 1.28920, -0.61954], [1.60769, -1.34572, 0.43919], [0.23322, -1.20162, -0.15084], [0.38509, 0.82641, 1.22336], [0.55168, -0.34411, 0.74775], [-0.29712, 2.52957, 0.87033], [-1.22959, 0.20286, -0.87781], [-1.73825, 2.05531, -1.08447], [1.72913, -2.25242, 1.17327], [2.43288, -0.90777, -0.08596], [-0.39574, -1.29496, -0.93131]],
  "forces_ev_per_angstrom": [[1.33, -1.84, 1.16], [-0.31, -1.65, -0.20], [-1.66, -1.12, 1.44], [1.17, -3.07, -0.77], [-0.36, 3.14, -0.41], [1.85, -2.03, 2.86], [-0.56, 3.18, 0.64], [-0.38, 1.91, -0.25], [-0.43, 0.14, -0.46], [0.16, 2.06, -1.40], [0.50, -0.15, -0.11], [-1.32, -0.57, -2.50]]
}

# 3
{
  "formula": "C4H6N2O",
  "method": "the ωB97M-V functional and the def2-TZVPD basis",
  "smiles": "Nc1ccc(O)[nH]1",
  "largest_force_ev_per_a": 4.49,
  "relative_energy_kcal_mol": 29.3,
  "species": ["N", "C", "C", "C", "C", "O", "N", "H", "H", "H", "H", "H", "H"],
  "coordinates": [[1.01264, 0.03000, -2.02574], [0.48333, -0.06014, -0.73971], [1.05961, -0.31573, 0.45637], [0.11070, -0.18894, 1.47858], [-1.05538, 0.16312, 0.84530], [-2.31858, 0.40414, 1.28624], [-0.82994, 0.26475, -0.49504], [1.15759, -0.83948, -2.52532], [1.78408, 0.67197, -2.16235], [2.21159, -0.52585, 0.28676], [0.24712, -0.33484, 2.54022], [-2.32841, 0.26917, 2.24320], [-1.53437, 0.46184, -1.18850]],
  "forces_ev_per_angstrom": [[0.02, 0.04, -0.90], [-0.21, 0.33, -0.16], [4.01, -0.69, -1.90], [-0.52, 0.08, 0.87], [0.02, 0.03, -0.29], [0.05, -0.07, 0.33], [-0.70, -0.04, 0.26], [0.01, 0.18, 0.26], [-0.20, -0.21, 0.20], [-2.48, 0.26, 1.56], [-0.05, 0.03, -0.10], [-0.06, 0.05, -0.23], [0.12, 0.01, 0.09]]
}